1.
ORCA calculation (the ωB97M-V functional and the def2-TZVPD basis) on a molecular structure, C18H30BMnO2.

Cartesian coordinates (Å):
Mn 0.394 -0.329 0.056
C 1.297 -3.021 2.202
C 0.817 -1.593 2.131
C -0.565 -1.293 2.221
C -1.577 -2.362 2.539
C -1.002 0.056 2.210
C -2.458 0.373 2.405
C -0.060 1.110 2.169
C -0.498 2.516 2.472
C 1.319 0.813 1.997
C 2.319 1.936 1.862
C 1.764 -0.540 2.041
C 3.241 -0.827 2.131
H 1.519 -3.297 3.234
H 2.198 -3.154 1.608
H 0.555 -3.716 1.816
H -2.200 -2.595 1.675
H -2.227 -2.027 3.343
H -1.102 -3.275 2.877
H -2.676 0.487 3.468
H -3.095 -0.418 2.020
H -2.729 1.297 1.903
H -0.797 3.045 1.568
H 0.304 3.072 2.948
H -1.341 2.511 3.158
H 2.691 2.258 2.835
H 1.861 2.791 1.369
H 3.166 1.617 1.257
H 3.691 -0.859 1.137
H 3.429 -1.775 2.624
H 3.741 -0.053 2.707
C 3.375 -0.092 -4.177
C 2.131 -0.874 -3.756
C 1.557 -1.607 -4.962
O 1.166 0.096 -3.288
B 1.071 0.091 -1.955
O 1.866 -0.949 -1.409
C 2.349 -1.789 -2.497
C 3.795 -2.187 -2.220
C 1.446 -3.026 -2.492
H 3.088 0.603 -4.963
H 4.138 -0.755 -4.569
H 3.781 0.485 -3.349
H 1.483 -0.920 -5.800
H 0.560 -1.983 -4.751
H 2.211 -2.427 -5.240
H 4.418 -1.319 -2.023
H 4.209 -2.725 -3.068
H 3.831 -2.845 -1.357
H 0.404 -2.724 -2.617
H 1.555 -3.532 -1.536
H 1.711 -3.722 -3.284

Properties
Energy above the lowest of the compared OMol25 structures with the same formula, charge and spin ... 11.3 kcal/mol
⟨S²⟩ ... 8.763
Net charge ... +1
E_LUMO (spin up / spin down) ... -2.5806 / -3.5372 eV
Spin multiplicity ... 6
Orbital gap (spin up / spin down) ... 8.317 / 7.925 eV

Quick look at the natural (NBO) charges, all values in e: 1.2914, -0.6534, -0.0624, -0.0481, -0.6505, -0.0384, -0.6562, -0.0152, -0.6540, -0.0533, -0.6555, -0.0589, -0.6517, 0.2457, 0.2336, 0.2334, 0.2385, 0.2417, 0.2369, 0.2436, 0.2362, 0.2394, 0.2466, 0.2388, 0.2392, 0.2430, 0.2403, 0.2372, 0.2432, 0.2378, 0.2403, -0.6297, 0.2370, -0.6260, -0.7190, 0.5120, -0.8463, 0.2699, -0.6343, -0.6395, 0.2335, 0.2196, 0.2130, 0.2328, 0.2222, 0.2183, 0.2251, 0.2302, 0.2144, 0.2146, 0.2101, 0.2330

---

2.
ORCA calculation (the ωB97M-V functional and the def2-TZVPD basis) on 5 unconnected molecules or ions with the total composition C18H30Cl16N3OS.

Cartesian coordinates (Å):
C 0.892 -1.436 -0.369
O 1.705 -0.371 -0.787
C 0.998 0.766 -1.235
C 0.924 0.836 -2.757
C -0.186 1.742 -3.293
C 0.007 3.235 -2.981
C -0.675 3.749 -1.706
C -2.198 3.516 -1.677
C -2.630 2.391 -0.731
C -2.491 2.808 0.733
N -2.613 1.583 1.600
C -3.502 0.709 0.993
N -3.268 -0.567 1.049
N -4.572 1.166 0.246
C -4.026 1.786 -1.037
C -5.057 2.765 -1.600
C -6.533 2.450 -1.360
C -7.147 1.236 -2.093
S -6.095 0.309 -3.258
H 0.094 -1.077 0.298
H 0.433 -1.961 -1.215
H 1.515 -2.133 0.184
H -0.018 0.755 -0.817
H 1.509 1.638 -0.819
H 0.779 -0.181 -3.128
H 1.886 1.175 -3.147
H -0.234 1.609 -4.375
H -1.153 1.390 -2.916
H 1.080 3.427 -2.890
H -0.335 3.841 -3.822
H -0.205 3.287 -0.834
H -0.482 4.820 -1.635
H -2.713 4.438 -1.396
H -2.543 3.273 -2.685
H -1.912 1.576 -0.870
H -3.212 3.579 1.022
H -1.491 3.199 0.905
H -2.932 1.819 2.538
H -3.920 -1.215 0.633
H -2.438 -0.907 1.515
H -4.973 1.947 0.763
H -3.895 0.966 -1.741
H -4.877 2.829 -2.674
H -4.862 3.762 -1.195
H -6.728 2.344 -0.290
H -7.084 3.341 -1.661
H -7.991 1.570 -2.692
H -7.552 0.518 -1.385
H -5.791 -0.700 -2.431
C 3.539 -4.473 1.162
Cl 4.816 -5.375 1.971
Cl 4.246 -3.279 0.075
Cl 2.504 -5.576 0.259
Cl 2.556 -3.635 2.386
C 7.506 -2.020 4.486
Cl 8.833 -2.820 5.325
Cl 8.149 -0.828 3.356
Cl 6.559 -3.222 3.597
Cl 6.464 -1.212 5.665
C 0.032 -8.568 2.372
Cl -1.728 -8.715 2.364
Cl 0.660 -8.941 0.761
Cl 0.482 -6.912 2.800
Cl 0.716 -9.687 3.547
C 12.238 -0.468 3.382
Cl 12.154 -2.232 3.406
Cl 11.323 0.184 4.743
Cl 13.920 0.047 3.496
Cl 11.540 0.129 1.869

Properties
Net charge ... +1
E_LUMO ... -3.7838 eV
Orbital gap ... 8.064 eV

Quick look at the natural (NBO) charges, all values in e: -0.2385, -0.5346, -0.0440, -0.4279, -0.3997, -0.4017, -0.4034, -0.4000, -0.2592, -0.2356, -0.6432, 0.7477, -0.6519, -0.6627, -0.0211, -0.4313, -0.4105, -0.5277, -0.0280, 0.1301, 0.1658, 0.2077, 0.1315, 0.1854, 0.2141, 0.2131, 0.2253, 0.1756, 0.2139, 0.2119, 0.1894, 0.2239, 0.2150, 0.2223, 0.2184, 0.1971, 0.2414, 0.4231, 0.4409, 0.4417, 0.3884, 0.2263, 0.2464, 0.2143, 0.1958, 0.2300, 0.2367, 0.2308, 0.1131, -0.2290, 0.0771, 0.0689, 0.0644, 0.0299, -0.2274, 0.0651, 0.0595, 0.0460, 0.0482, -0.2277, 0.0545, 0.0555, 0.0452, 0.0726, -0.2276, 0.0576, 0.0572, 0.0655, 0.0485

---

3.
ORCA calculation (the ωB97M-V functional and the def2-TZVPD basis) on a molecular structure, C18H30F4IrN2O2PS2.

Cartesian coordinates (Å):
Ir -0.478 -1.327 -0.750
C -0.487 0.864 -3.163
N -0.091 -0.530 -2.974
C -0.718 -1.383 -3.981
C 1.364 -0.688 -3.013
C 2.063 -0.059 -1.824
N 1.431 -0.481 -0.591
C 1.955 -0.030 0.569
C 1.254 -0.213 1.793
F 0.057 -0.867 1.765
C 1.686 0.243 3.012
F 0.932 0.023 4.109
C 2.877 0.928 3.144
C 3.615 1.089 1.989
F 4.812 1.707 2.065
C 3.202 0.621 0.763
F 4.076 0.784 -0.259
H -0.166 1.234 -4.146
H -0.046 1.491 -2.384
H -1.569 0.950 -3.080
H -0.316 -1.177 -4.983
H -1.790 -1.199 -3.989
H -0.551 -2.427 -3.724
H 1.771 -0.263 -3.943
H 1.571 -1.761 -3.006
H 2.042 1.038 -1.877
H 3.110 -0.371 -1.881
H 3.216 1.321 4.088
C -2.994 5.641 0.304
C -1.906 4.672 -0.132
O -2.458 3.604 -0.894
P -2.208 2.042 -0.516
S -2.624 -1.761 -0.707
S 0.636 2.809 -0.309
O -2.753 2.144 1.035
C -2.404 1.201 2.032
C -2.945 1.699 3.361
H -2.551 6.415 0.931
H -3.756 5.112 0.876
H -3.464 6.113 -0.559
H -1.401 4.281 0.751
H -1.166 5.178 -0.754
H -1.314 1.112 2.078
H -2.819 0.218 1.784
H -2.636 2.733 3.513
H -2.554 1.085 4.171
H -4.033 1.658 3.370
C 1.878 -3.594 1.113
C 0.465 -3.955 0.656
C 0.335 -5.481 0.591
C 0.124 -3.353 -0.709
H 2.046 -3.933 2.137
H 2.043 -2.520 1.076
H 2.618 -4.074 0.468
H -0.248 -3.586 1.399
H 0.994 -5.885 -0.181
H -0.689 -5.773 0.355
H 0.617 -5.926 1.546
H -0.664 -3.958 -1.162
H 1.008 -3.435 -1.353

Properties
⟨S²⟩ ... 0.806
Net charge ... -1
E_LUMO (spin up / spin down) ... 1.4241 / 1.4953 eV
Spin multiplicity ... 2
Orbital gap (spin up / spin down) ... 4.799 / 4.874 eV

Quick look at the natural (NBO) charges, all values in e: 0.9697, -0.4851, -0.3707, -0.4078, -0.2258, -0.2670, -0.6585, 0.1314, 0.2665, -0.3281, 0.3552, -0.3203, -0.3864, 0.3419, -0.3211, 0.3112, -0.3314, 0.1818, 0.2972, 0.2202, 0.1786, 0.2244, 0.2127, 0.1895, 0.1985, 0.2485, 0.2017, 0.2349, -0.6266, -0.0647, -0.8549, 1.2642, -0.5531, -1.0899, -0.8609, -0.0736, -0.6179, 0.1996, 0.2057, 0.1926, 0.2107, 0.1935, 0.1950, 0.1828, 0.2108, 0.2072, 0.1972, -0.6036, -0.2637, -0.5961, -0.5134, 0.2001, 0.2238, 0.1894, 0.2115, 0.1925, 0.2050, 0.2020, 0.1974, 0.1759

---

4.
ORCA calculation (the ωB97M-V functional and the def2-TZVPD basis) on a molecular structure, C18H30FFeO18.

Cartesian coordinates (Å):
Fe -1.419 -0.950 -1.757
C 0.602 1.333 0.976
C 0.033 0.524 -0.146
O -0.406 -0.601 -0.012
O -0.365 0.925 -1.267
H 1.677 1.403 0.807
H 0.364 1.003 1.988
H 0.241 2.336 0.747
C 1.221 -3.932 -2.443
C 0.222 -2.727 -2.201
O 0.253 -1.675 -2.848
O -0.851 -2.901 -1.621
H 0.834 -4.791 -1.894
H 2.142 -3.638 -1.941
H 1.428 -4.210 -3.477
C -5.369 -1.292 -1.245
C -3.871 -1.295 -1.456
O -3.142 -0.634 -0.685
O -3.270 -1.769 -2.465
H -5.585 -1.244 -0.178
H -5.823 -2.110 -1.805
H -5.754 -0.281 -1.382
C -3.466 -3.044 2.086
C -2.120 -2.568 2.618
O -1.857 -3.592 3.558
C -2.531 -4.735 3.198
O -2.535 -5.819 3.796
O -3.294 -4.467 2.191
F -2.479 -1.516 3.312
H -3.701 -2.683 1.085
H -4.183 -2.552 2.743
H -1.309 -2.359 1.920
C -3.441 1.577 -6.045
O -2.843 0.496 -5.348
C -1.751 0.754 -4.533
O -1.680 0.108 -3.480
O -1.093 1.842 -5.006
C -0.013 2.407 -4.201
H -2.892 2.142 -6.799
H -3.830 2.302 -5.330
H -4.334 1.116 -6.467
H 0.496 1.656 -3.597
H -0.119 3.265 -3.537
H 0.785 2.696 -4.885
C 5.030 3.978 4.069
O 3.708 4.339 3.637
C 3.560 4.910 2.424
O 4.385 5.292 1.737
O 2.235 4.940 2.156
C 1.785 5.326 0.946
H 5.749 4.779 3.899
H 5.404 3.055 3.626
H 5.078 3.616 5.096
H 1.308 4.537 0.365
H 2.597 5.679 0.309
H 1.205 6.236 1.099
C 4.085 -1.877 0.408
O 3.646 -1.144 1.526
C 2.712 -1.622 2.344
O 2.074 -2.649 2.124
O 2.580 -0.739 3.362
C 1.479 -0.764 4.172
H 4.696 -2.718 0.737
H 4.776 -1.227 -0.128
H 3.218 -2.063 -0.226
H 0.524 -0.713 3.650
H 1.585 0.003 4.940
H 1.608 -1.676 4.755

Properties
Energy above the lowest of the compared OMol25 structures with the same formula, charge and spin ... 79.4 kcal/mol
⟨S²⟩ ... 8.756
E_LUMO (spin up / spin down) ... 0.3083 / -0.8944 eV
Spin multiplicity ... 6
Orbital gap (spin up / spin down) ... 10.103 / 8.928 eV

Quick look at the natural (NBO) charges, all values in e: 1.9556, -0.7182, 0.7998, -0.7348, -0.7634, 0.2461, 0.2457, 0.2410, -0.7112, 0.7993, -0.7374, -0.7151, 0.2367, 0.2246, 0.2404, -0.7359, 0.7798, -0.7685, -0.7098, 0.2402, 0.2455, 0.2545, -0.1256, 0.4279, -0.5022, 0.9751, -0.5827, -0.4751, -0.3313, 0.2135, 0.2028, 0.1951, -0.2598, -0.4925, 1.0714, -0.6809, -0.4903, -0.2848, 0.1975, 0.1811, 0.2057, 0.2295, 0.2112, 0.1967, -0.2697, -0.5087, 0.9959, -0.6007, -0.5083, -0.2598, 0.1986, 0.1867, 0.2034, 0.1809, 0.1957, 0.1872, -0.2503, -0.5063, 0.9851, -0.6321, -0.5033, -0.2554, 0.1940, 0.1943, 0.1967, 0.1880, 0.1987, 0.1922